A gas-phase ion, C5H7Cl2N2S (charge +1) in a non-equilibrium geometry, computed with ωB97M-V with the def2-TZVPD basis set.

```
17
C5H7Cl2N2S (ωB97M-V with the def2-TZVPD basis set)
C 0.63735 1.77960 1.13018
C 2.06929 0.21562 0.06185
C -0.92439 1.56251 0.82786
C -1.13365 0.47977 -0.15413
C -1.21985 -2.18205 -0.82847
N 1.63335 1.15430 0.81856
N 1.81223 0.18035 -1.17848
S -1.45280 -1.05465 0.49251
Cl 2.82787 -1.03205 1.14220
Cl -1.08185 0.64930 -1.76955
H 0.85138 2.46993 1.88748
H -1.33829 1.16333 1.80426
H -1.39133 2.48622 0.56475
H -0.14796 -2.19122 -1.07809
H -1.85912 -1.91391 -1.56344
H -1.42915 -3.12845 -0.40755
H 2.14691 -0.63858 -1.74995
```

Properties
HOMO-LUMO gap, eV: 7.4
Energy above the lowest of the compared OMol25 structures with the same formula, charge and spin, kJ/mol: 0.0
Net charge: +1
E_LUMO, eV: -6.1
HOMO, eV: -13.4537
Largest force on an atom, eV/A: 4.42
Energy, eV: -44149.0100